Entry 1:
Below is a molecular structure, C13H22Cl3GeIrNO7PS2Se, with properties calculated with ωB97M-V with the def2-TZVPD basis set.

Calculated values
* multiplicity: 2
* LUMO (spin up / spin down): 1.68 / 0.18 eV
* ΔE to the lowest compared entry with this formula, charge and spin: 41.0 kcal per mole
* charge: -1
* ⟨S²⟩: 0.75
* HOMO-LUMO gap (spin up / spin down): 7.04 / 5.52 eV

Atoms and positions in Å:
1 Ir 1.846 -1.610 -0.595
2 Se 1.430 -3.060 -2.445
3 Ge 2.338 -1.545 2.794
4 Cl 3.309 -0.303 4.360
5 Cl 2.924 -3.556 3.349
6 Cl 0.325 -2.202 1.190
7 S 3.918 -0.904 -1.390
8 S 4.223 -1.943 0.327
9 P 0.299 1.188 -0.731
10 O 5.547 -2.283 0.718
11 O 1.442 1.401 0.369
12 O 3.529 -1.031 1.402
13 O 0.123 2.284 -1.697
14 O 0.673 -0.164 -1.341
15 O -0.959 1.024 0.254
16 O 3.247 -3.055 0.140
17 N -3.276 -3.372 -2.541
18 C -2.590 -2.730 -3.484
19 C -1.210 -2.582 -3.471
20 C -0.485 -3.143 -2.429
21 C 3.101 2.620 1.492
22 C -2.569 -3.896 -1.539
23 C 1.073 3.824 0.654
24 C 1.601 2.530 1.261
25 C -2.347 0.860 -0.116
26 C -3.100 1.067 1.190
27 C -1.189 -3.820 -1.441
28 C -2.785 1.892 -1.148
29 C -2.556 -0.553 -0.634
30 C 0.865 2.215 2.557
31 H -1.951 -0.727 -1.525
32 H -0.193 2.048 2.356
33 H -4.170 0.916 1.039
34 H -3.857 1.780 -1.324
35 H -2.937 2.080 1.564
36 H -0.707 -2.025 -4.250
37 H -2.586 2.903 -0.789
38 H -2.257 -1.275 0.126
39 H -0.669 -4.276 -0.609
40 H -3.605 -0.718 -0.888
41 H -2.745 0.357 1.938
42 H 3.484 1.669 1.863
43 H 1.545 4.027 -0.306
44 H 3.610 2.857 0.557
45 H 0.972 3.042 3.260
46 H -0.004 3.774 0.489
47 H 3.324 3.397 2.226
48 H -3.138 -4.413 -0.773
49 H -3.174 -2.299 -4.291
50 H 1.286 4.642 1.345
51 H 1.277 1.320 3.022
52 H -2.251 1.765 -2.088

Entry 2:
Below is 3 unconnected molecules or ions with the total composition C15H28NO8, with properties calculated with ωB97M-V with the def2-TZVPD basis set.

Calculated values
* multiplicity: 1
* LUMO: -4.89 eV
* charge: +1
* HOMO-LUMO gap: 5.69 eV

Atoms and positions in Å:
1 O 4.516 2.295 1.289
2 O -2.233 -2.243 -0.195
3 O 0.544 -1.228 -0.101
4 O -2.596 0.904 -3.299
5 O 2.582 2.303 2.412
6 O 1.626 1.063 4.010
7 O 1.258 0.965 5.393
8 O -4.595 1.195 -5.440
9 N 4.856 -1.715 4.161
10 C 5.454 -0.582 4.552
11 C -2.695 0.068 -4.442
12 C -1.961 -2.871 -1.437
13 C -3.645 0.709 -2.366
14 C 3.956 -1.767 3.164
15 C 4.215 0.577 2.886
16 C -3.248 0.807 -5.639
17 C 0.140 -0.149 -0.935
18 C 2.172 2.336 3.752
19 C -1.294 -2.546 0.818
20 C 3.828 1.832 2.139
21 C -4.752 2.561 -5.103
22 C 5.154 0.596 3.917
23 C 3.613 -0.621 2.502
24 C -0.310 -1.415 1.017
25 H -4.549 3.202 -5.968
26 H -1.849 -2.699 1.750
27 H -0.927 -2.713 -1.752
28 H -2.623 1.678 -5.860
29 H 1.431 3.130 3.855
30 H -0.850 -0.492 1.248
31 H 3.523 -2.724 2.918
32 H -0.760 -3.473 0.586
33 H -5.788 2.702 -4.800
34 H 3.010 2.530 4.436
35 H 2.868 -0.643 1.716
36 H 0.338 0.814 -0.452
37 H 0.720 -0.208 -1.854
38 H 6.160 -0.630 5.367
39 H -3.584 1.516 -1.637
40 H 1.428 1.834 5.789
41 H -1.687 -0.288 -4.680
42 H -4.096 2.851 -4.279
43 H 5.088 -2.574 4.646
44 H -4.624 0.741 -2.849
45 H -3.320 -0.804 -4.224
46 H 5.633 1.520 4.203
47 H -2.163 -3.945 -1.381
48 H -3.220 0.141 -6.508
49 H 0.333 -1.654 1.874
50 H -2.627 -2.429 -2.175
51 H -3.532 -0.246 -1.840
52 H -0.920 -0.214 -1.184

Entry 3:
Below is a molecular structure, C23H21Cl2N4ReS2Se at a distorted geometry, with properties calculated with ωB97M-V with the def2-TZVPD basis set.

Calculated values
* multiplicity: 2
* LUMO (spin up / spin down): 2.04 / 2.05 eV
* ΔE to the lowest compared entry with this formula, charge and spin: 12.9 kcal per mole
* charge: -1
* ⟨S²⟩: 0.76
* HOMO-LUMO gap (spin up / spin down): 5.60 / 5.62 eV

Atoms and positions in Å:
1 Re 0.561 -0.248 0.109
2 Se 2.260 -4.285 2.216
3 Cl 0.033 0.359 4.868
4 Cl -0.356 -2.569 0.454
5 S 2.467 -1.388 -0.758
6 S 1.394 1.978 -0.028
7 N -1.487 0.872 0.013
8 N 4.869 -5.722 2.047
9 N 0.370 -0.274 1.935
10 N 0.137 -0.084 -2.169
11 C 3.748 -0.474 -3.001
12 C 1.513 0.768 -4.054
13 C -0.812 -2.210 4.871
14 C -1.294 2.203 0.606
15 C -1.909 1.007 -1.404
16 C -2.478 0.062 0.749
17 C -0.548 -2.500 2.186
18 C -0.346 -1.154 4.106
19 C -0.033 2.794 0.589
20 C 2.721 0.845 -4.729
21 C -0.755 1.064 -2.369
22 C -0.982 4.748 1.676
23 C 3.854 -5.160 2.114
24 C -0.157 -1.272 2.725
25 C -1.006 -3.578 2.906
26 C -2.233 4.145 1.694
27 C 3.837 0.204 -4.205
28 C 2.547 -0.525 -2.287
29 C 0.098 4.079 1.129
30 C -0.486 -1.341 -2.650
31 C 1.424 0.083 -2.850
32 C -2.379 2.877 1.154
33 C -1.131 -3.423 4.279
34 H -0.845 5.733 2.106
35 H -0.911 -2.078 5.940
36 H -2.567 0.170 -1.640
37 H -0.721 -1.264 -3.716
38 H -2.414 -0.968 0.413
39 H -1.225 -4.516 2.417
40 H 1.084 4.527 1.132
41 H -3.088 4.647 2.128
42 H -2.495 1.922 -1.530
43 H -1.397 -1.551 -2.093
44 H -3.358 2.414 1.169
45 H -1.457 -4.254 4.888
46 H 2.786 1.401 -5.655
47 H 0.215 -2.158 -2.491
48 H 0.642 1.248 -4.480
49 H -3.499 0.419 0.583
50 H -2.249 0.101 1.811
51 H 4.614 -0.966 -2.576
52 H -1.165 1.079 -3.385
53 H 4.782 0.242 -4.732
54 H -0.174 1.970 -2.210

Number 1: electronic energy -222898.0793 eV. Number 2: electronic energy -33866.6054 eV. Number 3: electronic energy -144346.0817 eV.